The following is a DFT calculation (ωB97M-V/def2-TZVPD) of a molecular structure, C30H9Cl4F15GeInN2O4S2Te in a non-equilibrium geometry.

Computed properties:
**Net charge**: -1
**HOMO energy**: -4.70 eV
**Gap between HOMO and LUMO**: 6.5 eV
**Energy above the lowest of the compared OMol25 structures with the same formula, charge and spin**: 5.1 kcal/mol
**Lowest unoccupied orbital energy**: 1.828 eV

```
69
Properties=species:S:1:pos:R:3:forces:R:3:lowdin_charge:R:1
Te -1.031 -2.564 0.696 0.12 -0.07 -0.16 1.04
In 0.760 -0.604 1.309 -0.23 0.66 0.58 0.40
Ge -0.492 1.877 -0.916 -0.60 0.06 -1.17 0.69
Cl -3.170 0.600 4.300 -0.19 -0.02 -0.08 0.70
Cl 2.596 -0.920 5.998 0.28 -0.07 0.04 0.67
Cl 0.421 -0.452 8.207 0.04 -0.04 0.22 0.63
Cl -2.528 0.181 7.335 -0.13 0.10 0.23 0.64
S 0.826 1.949 0.758 0.21 -0.82 0.13 0.36
S -1.465 -4.843 -1.612 0.56 0.20 -0.19 0.91
F 0.895 6.145 -5.177 -0.02 -0.16 0.13 0.12
F 2.723 5.569 -3.249 -0.10 -0.10 0.04 0.11
F 1.751 -0.028 -1.655 0.13 -0.23 -0.19 0.04
F -4.316 5.187 0.613 0.01 -0.09 0.01 0.11
F -2.622 -1.623 -4.452 0.02 0.00 0.07 0.12
F -2.021 2.931 -3.328 -0.16 0.20 -0.29 0.10
F 2.165 3.650 -1.387 0.30 0.32 -0.13 0.06
F -2.841 -0.012 -0.037 -0.40 0.21 0.20 0.03
F -2.804 0.441 -2.695 -0.19 -0.19 -0.18 0.10
F -6.003 3.198 1.391 0.14 -0.07 -0.08 0.12
F -5.302 0.588 1.030 0.06 0.03 0.07 0.12
F -0.244 -2.860 -4.854 0.01 0.22 0.11 0.12
F -1.884 4.530 -0.515 -0.36 0.28 0.22 0.08
F -1.479 4.803 -5.249 0.05 0.02 0.06 0.11
F 1.980 -2.004 -3.511 -0.04 -0.02 0.06 0.12
O 1.593 -0.706 3.290 0.20 0.00 -1.03 -0.21
O -0.949 -0.039 2.546 0.13 -0.25 -0.47 -0.30
O 2.493 -2.402 0.892 -0.52 0.12 -0.07 -0.01
O 4.085 -3.164 2.296 0.12 0.48 0.01 -0.01
N 3.383 0.136 1.353 -0.06 0.00 0.04 0.01
N 4.052 -1.011 1.790 0.57 0.31 0.56 0.03
C -0.853 3.587 -3.309 0.22 0.04 0.02 -0.23
C 3.603 -4.490 2.110 -0.29 -0.30 -0.15 -0.03
C -1.553 -1.240 -3.748 0.07 0.15 0.13 -0.13
C -4.455 1.556 0.680 0.12 0.16 -0.10 -0.13
C 0.902 -3.895 -1.473 0.08 0.16 0.30 -0.27
C -1.591 0.118 4.805 -0.08 0.05 -0.02 -0.61
C -1.287 -0.012 6.158 0.18 -0.05 0.05 -0.73
C 0.788 -1.457 -3.255 -0.12 0.23 -0.06 -0.16
C 0.971 -0.535 5.556 0.00 -0.06 -0.15 -0.62
C -0.314 -3.778 -0.878 -0.44 0.06 0.34 -0.98
C 1.250 3.948 -2.309 -0.19 -0.05 -0.19 -0.23
C 1.552 4.918 -3.264 -0.11 -0.06 0.00 -0.13
C -0.335 -1.873 -3.960 -0.02 0.13 0.14 -0.13
C 0.624 5.215 -4.256 -0.08 -0.18 0.22 -0.13
C 0.657 -0.426 -2.335 -0.12 -0.04 -0.31 -0.25
C -3.958 3.907 0.453 0.05 -0.09 -0.05 -0.13
C -0.590 4.537 -4.286 0.03 -0.07 0.09 -0.14
C 3.438 -2.205 1.628 0.49 -0.24 -0.02 -0.58
C 0.922 -4.842 -2.526 0.00 -0.14 -0.19 -0.21
C -0.282 -5.428 -2.723 -0.43 -0.05 0.25 -0.43
C -2.741 3.568 -0.119 -0.02 -0.25 -0.09 -0.22
C 0.042 3.273 -2.305 -0.13 -0.28 0.43 -0.11
C 0.675 -0.468 4.203 -0.23 0.06 0.48 -0.38
C 0.005 -0.327 6.540 -0.23 0.09 0.00 -0.73
C -0.653 -0.122 3.808 0.06 -0.02 0.24 -0.42
C -3.216 1.262 0.119 0.06 0.10 -0.15 -0.22
C -2.359 2.256 -0.318 0.45 0.00 0.14 -0.12
C -4.821 2.889 0.852 0.32 -0.07 -0.13 -0.12
C -1.636 -0.185 -2.842 0.29 -0.10 -0.03 -0.22
C -0.535 0.243 -2.120 0.18 0.39 0.51 -0.12
H 4.375 -5.145 2.509 -0.09 0.07 0.00 0.09
H 3.440 -4.687 1.049 0.02 -0.03 0.11 0.10
H 1.798 -5.063 -3.112 0.10 -0.03 -0.12 0.10
H 4.650 -0.945 2.608 -0.18 0.05 -0.20 0.16
H 1.748 -3.305 -1.167 0.14 0.00 0.05 0.08
H 3.106 0.722 2.140 0.04 -0.26 0.02 0.07
H 3.973 0.672 0.721 -0.25 -0.19 0.01 0.11
H 2.662 -4.629 2.645 0.09 0.01 -0.04 0.11
H -0.572 -6.163 -3.445 0.05 -0.24 -0.26 0.05
```
Forces are in eV/Å.